Computed, not measured: a cluster of 2 separate species, C7H14BrN2Si in total at a distorted geometry, with the ωB97M-V functional and the def2-TZVPD basis.

Atoms and positions in Å:
C  -1.608  -1.221  0.293
C  -1.617  0.162  0.556
C  -0.274  -1.570  0.186
C  -2.786  1.104  0.673
C  0.319  -2.906  -0.190
C  0.577  2.369  -1.161
C  0.108  2.013  0.336
N  -0.363  0.641  0.434
N  0.491  -0.473  0.212
Si  3.135  -1.441  -0.271
Br  3.951  0.591  0.164
H  -2.485  -1.944  0.231
H  -2.530  1.978  0.127
H  -2.726  1.626  1.750
H  -3.795  0.552  0.566
H  -0.118  -3.289  -1.171
H  0.171  -3.648  0.498
H  1.333  -2.970  -0.172
H  -0.176  2.257  -1.805
H  0.710  3.385  -1.071
H  1.430  1.926  -1.542
H  0.868  1.965  1.093
H  -0.511  2.815  0.751
H  2.900  -1.868  1.097
H  2.995  -2.053  -1.585

For the energy above the lowest of the compared OMol25 structures with the same formula, charge and spin, the calculation gives 0.0 kJ/mol. Its HOMO energy is -12.270 eV. As for the charge: +1. The LUMO energy is -5.605 eV.